# 1
19
Properties=species:S:1:pos:R:3 method="wB97M-V/def2-TZVPD" gap_ev=8.38 energy_ev=-46804.4710 lumo_energy_ev=-0.4
H -0.79 -2.93 -0.29
N -1.65 -0.91 -0.32
H -0.30 3.18 0.91
O 1.86 -1.16 -0.19
H 1.77 0.62 -1.81
H 0.97 -3.50 0.02
H -4.90 0.19 -0.35
N -2.60 0.00 -0.51
H 0.55 2.76 2.33
O 0.41 0.43 1.98
N 0.44 2.62 1.28
S 0.79 1.56 -1.73
S -1.87 1.75 -0.50
C -0.21 0.94 -0.33
N 0.24 -2.73 -0.06
S -4.01 -0.23 0.47
C 0.27 1.27 1.13
C 0.70 -1.52 -0.31
C -0.41 -0.54 -0.43


# 2
21
Properties=species:S:1:pos:R:3 method="wB97M-V/def2-TZVPD" gap_ev="8.01 / 8.01" energy_ev=-26412.5759 lumo_energy_ev="-9.7 / -9.7" total_charge=+2
H 4.33 1.53 0.45
H -3.43 2.36 -0.87
C 0.36 -2.27 0.36
H 0.79 -3.29 0.52
N -1.23 0.14 0.04
N 1.24 -1.25 0.71
O -1.78 1.29 -0.03
C 3.22 1.67 0.53
H 1.76 -1.50 1.59
O 2.54 0.51 0.91
C 1.68 -0.06 0.26
H 2.80 1.90 -0.41
H -2.54 -1.12 -0.92
H -1.18 -2.92 -0.63
H 2.81 2.46 1.21
H -3.16 0.89 -1.50
C -3.12 1.41 -0.54
H -3.95 1.12 0.17
N -0.76 -2.12 -0.23
Cl 1.24 0.29 -1.36
C -1.63 -1.04 -0.27


# 3
10
Properties=species:S:1:pos:R:3 method="wB97M-V/def2-TZVPD" gap_ev=7.61 energy_ev=-18463.0542 lumo_energy_ev=-1.6
H 2.66 -0.02 -0.69
S -2.05 -0.54 -1.09
H 2.79 0.79 1.69
N 0.54 -0.26 -1.12
N 1.80 0.87 2.02
H -0.66 0.26 1.93
C -0.63 -0.32 -0.34
N -0.16 0.12 0.97
C 1.23 0.57 0.98
C 1.53 0.17 -0.41


# 4
39
Properties=species:S:1:pos:R:3 method="wB97M-V/def2-TZVPD" gap_ev=9.41 energy_ev=-36095.4707 lumo_energy_ev=-2.7 total_charge=+1
H 4.30 -3.19 0.80
H -1.01 2.35 3.38
O 1.40 -0.32 0.48
H -1.77 4.49 1.54
O -0.08 -1.71 -0.43
I 0.50 -3.63 -3.05
H 3.22 -2.07 -1.81
C -1.92 2.15 -0.70
H 0.14 1.31 2.52
C -0.64 -3.99 -1.28
N -2.24 3.42 -0.26
H 3.62 -1.06 -0.41
O 3.96 -5.48 1.04
H 0.05 -3.50 0.67
C 3.62 -5.35 -0.10
H -3.41 3.91 -1.89
H -0.70 0.60 0.36
C -3.00 4.42 -1.02
O -1.35 -4.93 -1.21
C -0.55 -3.02 -0.11
H 2.96 -6.06 -0.61
C 1.16 -1.40 0.00
C 3.31 -2.06 -0.72
H -4.80 4.29 0.18
H -2.30 5.17 -1.38
H -2.24 1.80 -1.66
C -0.32 2.29 2.54
H 0.45 3.05 2.64
C -1.70 3.60 0.94
C -1.18 1.57 0.28
C 4.32 -3.09 -0.28
N -1.05 2.49 1.29
H -3.71 5.61 0.66
O 2.03 -2.40 -0.13
C -4.11 5.05 -0.19
H 5.31 -2.78 -0.62
H -1.57 -2.93 0.26
H -4.67 5.75 -0.81
O 3.99 -4.34 -0.91